w:
221
Properties=species:S:1:pos:R:3 method="wB97M-V/def2-TZVPD" homo_lumo_gap_ev=8.7 homo_energy_ev=-8.1363 spin_multiplicity=1
C 4.68 -17.43 -14.58
C 5.98 -17.14 -13.86
C 5.89 -17.43 -12.32
O 4.82 -16.59 -11.71
C 4.78 -16.80 -10.31
N 6.91 -17.97 -14.51
H 4.78 -17.12 -15.62
H 3.89 -16.89 -14.05
H 4.40 -18.48 -14.63
H 6.31 -16.13 -14.10
H 6.81 -17.29 -11.75
H 5.63 -18.48 -12.24
H 3.88 -16.28 -9.97
H 5.66 -16.40 -9.81
H 4.64 -17.86 -10.12
H 6.74 -17.84 -15.50
H 6.59 -18.92 -14.40
C 16.33 -14.56 -22.85
C 15.99 -13.70 -21.66
C 16.62 -14.14 -20.31
O 15.96 -15.29 -19.91
C 16.34 -15.78 -18.63
N 16.37 -12.35 -22.02
H 16.08 -15.58 -22.58
H 17.39 -14.53 -23.12
H 15.77 -14.30 -23.75
H 14.90 -13.79 -21.59
H 16.29 -13.33 -19.65
H 17.70 -14.25 -20.39
H 15.52 -16.34 -18.19
H 16.50 -15.02 -17.86
H 17.22 -16.43 -18.63
H 15.77 -11.71 -21.52
H 16.03 -12.29 -22.98
C 13.02 -16.53 -21.72
C 12.58 -15.12 -21.13
C 11.01 -15.06 -20.94
O 10.19 -14.73 -22.08
C 10.62 -13.51 -22.70
N 13.24 -14.87 -19.88
H 14.09 -16.73 -21.79
H 12.66 -16.69 -22.73
H 12.62 -17.35 -21.12
H 12.92 -14.31 -21.78
H 10.74 -14.39 -20.12
H 10.64 -16.02 -20.59
H 11.49 -13.65 -23.33
H 10.79 -12.70 -21.99
H 9.87 -13.25 -23.45
H 13.27 -13.86 -19.82
H 14.19 -15.18 -20.01
C 10.52 -19.57 -14.80
C 10.91 -18.17 -14.34
C 11.29 -17.17 -15.46
O 12.38 -17.69 -16.20
C 12.96 -16.89 -17.24
N 9.80 -17.78 -13.55
H 9.54 -19.63 -15.28
H 10.38 -20.23 -13.94
H 11.27 -19.99 -15.48
H 11.73 -18.27 -13.62
H 11.40 -16.15 -15.10
H 10.40 -17.10 -16.10
H 13.67 -16.18 -16.82
H 12.23 -16.44 -17.92
H 13.55 -17.55 -17.88
H 9.28 -18.64 -13.49
H 9.19 -17.30 -14.20
C 8.47 -25.12 -15.03
C 9.70 -24.57 -14.40
C 10.37 -23.37 -15.24
O 10.77 -23.73 -16.52
C 11.25 -22.57 -17.24
N 9.39 -24.16 -13.05
H 8.07 -26.00 -14.51
H 8.72 -25.38 -16.06
H 7.67 -24.39 -15.16
H 10.39 -25.41 -14.39
H 11.24 -23.06 -14.65
H 9.73 -22.50 -15.16
H 11.11 -22.84 -18.28
H 12.30 -22.38 -17.02
H 10.67 -21.68 -17.00
H 9.29 -25.02 -12.54
H 10.21 -23.71 -12.67
C 10.15 -19.36 -19.34
C 10.70 -20.38 -20.25
C 9.63 -21.44 -20.60
O 9.00 -22.06 -19.46
C 8.45 -23.31 -19.84
N 11.08 -19.64 -21.43
H 9.86 -19.83 -18.40
H 9.28 -18.87 -19.77
H 10.88 -18.63 -18.99
H 11.53 -20.94 -19.81
H 10.24 -22.19 -21.10
H 8.83 -21.02 -21.21
H 8.04 -23.33 -20.85
H 7.69 -23.51 -19.08
H 9.26 -24.04 -19.84
H 11.01 -20.25 -22.23
H 10.43 -18.88 -21.60
C 10.63 -12.52 -15.21
C 10.91 -12.93 -13.79
C 11.42 -11.75 -12.94
O 12.69 -11.26 -13.32
C 12.89 -9.97 -12.86
N 9.68 -13.44 -13.26
H 10.32 -13.29 -15.92
H 11.63 -12.26 -15.55
H 9.94 -11.69 -15.32
H 11.73 -13.65 -13.75
H 11.53 -12.03 -11.89
H 10.66 -10.98 -13.01
H 12.64 -9.87 -11.80
H 12.26 -9.19 -13.29
H 13.94 -9.71 -12.95
H 8.99 -12.71 -13.44
H 9.41 -14.18 -13.89
C 14.91 -14.02 -14.21
C 15.73 -12.71 -14.31
C 17.11 -13.01 -14.99
O 17.90 -13.95 -14.27
C 19.11 -14.30 -14.95
N 15.01 -11.76 -15.13
H 13.95 -14.03 -13.69
H 15.50 -14.79 -13.72
H 14.76 -14.38 -15.22
H 15.86 -12.34 -13.29
H 17.67 -12.09 -15.10
H 16.93 -13.40 -15.99
H 19.62 -15.09 -14.40
H 19.89 -13.55 -14.82
H 18.87 -14.66 -15.95
H 14.11 -11.62 -14.69
H 15.53 -10.90 -15.06
C 7.59 -22.70 -10.12
C 7.12 -21.63 -11.13
C 8.00 -20.37 -11.28
O 8.05 -19.69 -10.06
C 8.86 -18.48 -10.11
N 7.05 -22.28 -12.45
H 8.50 -23.25 -10.38
H 6.84 -23.48 -9.98
H 7.69 -22.26 -9.13
H 6.12 -21.37 -10.77
H 7.63 -19.73 -12.08
H 9.02 -20.60 -11.61
H 8.90 -17.93 -9.17
H 8.56 -17.71 -10.83
H 9.87 -18.73 -10.43
H 7.91 -22.79 -12.56
H 6.41 -23.04 -12.24
C 11.16 -24.31 -8.93
C 11.54 -24.76 -10.32
C 12.47 -23.78 -11.08
O 11.67 -22.66 -11.45
C 12.43 -21.55 -12.00
N 12.17 -26.09 -10.20
H 10.51 -23.44 -8.90
H 12.07 -24.02 -8.40
H 10.66 -25.13 -8.43
H 10.66 -24.80 -10.96
H 12.89 -24.20 -11.99
H 13.33 -23.51 -10.47
H 11.79 -20.67 -12.06
H 12.76 -21.77 -13.02
H 13.31 -21.27 -11.42
H 11.65 -26.80 -9.70
H 12.97 -26.06 -9.59
C 8.73 -16.32 -17.99
C 7.95 -15.16 -17.23
C 6.44 -15.18 -17.53
O 5.78 -14.27 -16.59
C 4.39 -14.03 -16.80
N 8.17 -15.34 -15.81
H 8.36 -16.29 -19.02
H 8.66 -17.34 -17.62
H 9.76 -15.97 -17.93
H 8.40 -14.23 -17.57
H 6.05 -16.18 -17.32
H 6.19 -14.93 -18.56
H 4.12 -13.26 -16.08
H 3.77 -14.93 -16.83
H 4.37 -13.62 -17.81
H 7.60 -14.63 -15.37
H 7.85 -16.26 -15.55
C 13.08 -15.13 -10.54
C 12.41 -16.22 -11.42
C 12.68 -17.67 -10.90
O 14.01 -17.81 -10.53
C 14.82 -18.08 -11.64
N 11.00 -15.88 -11.44
H 14.16 -15.21 -10.55
H 12.71 -15.16 -9.51
H 12.85 -14.13 -10.90
H 12.71 -16.13 -12.47
H 12.23 -18.29 -11.68
H 12.04 -17.95 -10.07
H 14.82 -19.16 -11.83
H 15.83 -17.88 -11.30
H 14.58 -17.54 -12.55
H 10.57 -16.45 -12.15
H 10.78 -14.93 -11.70
C 14.97 -20.15 -19.57
C 15.13 -21.25 -18.49
C 14.63 -20.85 -17.07
O 15.48 -19.96 -16.41
C 15.29 -19.94 -15.02
N 14.60 -22.50 -18.86
H 15.36 -19.20 -19.21
H 13.95 -19.93 -19.90
H 15.54 -20.45 -20.44
H 16.21 -21.43 -18.42
H 14.35 -21.66 -16.40
H 13.67 -20.34 -17.10
H 14.36 -19.45 -14.73
H 16.09 -19.51 -14.42
H 15.23 -20.99 -14.71
H 14.86 -22.63 -19.83
H 15.11 -23.17 -18.30

x:
221
Properties=species:S:1:pos:R:3 method="wB97M-V/def2-TZVPD" homo_lumo_gap_ev=9.1 homo_energy_ev=-8.8044 spin_multiplicity=1
C -1.67 -1.13 0.88
C -1.06 -0.94 -0.48
C 0.18 -0.05 -0.46
O 0.93 -0.17 -1.64
C 2.11 0.61 -1.49
N -0.78 -2.30 -1.00
H -2.05 -0.20 1.33
H -1.03 -1.56 1.65
H -2.60 -1.69 0.85
H -1.64 -0.36 -1.21
H 0.73 -0.39 0.43
H -0.13 0.95 -0.13
H 2.67 0.41 -0.57
H 1.83 1.67 -1.50
H 2.75 0.45 -2.36
H -0.09 -2.87 -0.50
H -0.34 -2.08 -1.89
C 4.62 5.53 -6.86
C 5.22 4.47 -5.98
C 4.61 3.05 -6.25
O 3.34 3.00 -5.67
C 2.84 1.68 -5.49
N 6.67 4.53 -6.08
H 3.53 5.47 -6.86
H 5.20 5.55 -7.78
H 4.81 6.54 -6.48
H 5.06 4.65 -4.91
H 5.23 2.23 -5.87
H 4.50 2.93 -7.34
H 1.77 1.70 -5.69
H 3.03 1.39 -4.45
H 3.42 0.94 -6.04
H 6.95 4.38 -7.04
H 7.18 3.95 -5.43
C -1.36 -1.56 4.70
C -0.16 -2.36 5.13
C -0.46 -3.47 6.15
O 0.75 -4.14 6.50
C 0.57 -5.12 7.49
N 0.43 -3.00 3.94
H -0.98 -0.61 4.32
H -2.04 -1.45 5.55
H -1.95 -1.99 3.89
H 0.55 -1.70 5.63
H -1.12 -4.21 5.66
H -1.04 -3.18 7.04
H -0.11 -4.75 8.26
H 1.55 -5.27 7.95
H 0.15 -6.06 7.14
H -0.30 -3.59 3.54
H 1.03 -3.71 4.38
C -4.60 1.48 2.21
C -4.34 2.85 1.62
C -5.41 3.31 0.59
O -6.61 3.59 1.24
C -7.66 4.08 0.43
N -4.09 3.85 2.66
H -3.71 1.07 2.70
H -4.77 0.72 1.45
H -5.41 1.45 2.94
H -3.42 2.77 1.04
H -5.48 2.44 -0.08
H -5.02 4.24 0.14
H -8.47 4.51 1.02
H -8.06 3.23 -0.12
H -7.33 4.84 -0.29
H -4.86 3.90 3.32
H -4.18 4.71 2.12
C -6.92 -5.29 2.61
C -7.26 -4.16 3.60
C -7.82 -2.90 2.93
O -6.98 -2.29 1.95
C -5.57 -2.44 2.22
N -8.21 -4.73 4.55
H -5.87 -5.58 2.64
H -7.06 -4.94 1.58
H -7.44 -6.23 2.79
H -6.32 -4.03 4.15
H -7.95 -2.19 3.75
H -8.78 -3.13 2.48
H -4.96 -1.79 1.60
H -5.18 -3.45 2.31
H -5.42 -1.95 3.19
H -7.80 -5.47 5.10
H -8.48 -4.01 5.22
C 1.77 0.34 3.06
C 3.19 -0.16 2.82
C 4.35 0.73 3.28
O 4.59 1.89 2.53
C 5.69 2.65 3.04
N 3.23 -1.49 3.47
H 1.55 0.47 4.12
H 0.98 -0.35 2.74
H 1.44 1.22 2.50
H 3.37 -0.50 1.79
H 5.26 0.13 3.34
H 4.05 1.00 4.31
H 6.64 2.34 2.61
H 5.61 2.58 4.13
H 5.51 3.69 2.77
H 2.83 -1.46 4.41
H 2.50 -2.06 3.06
C 3.91 3.67 -2.47
C 4.65 3.02 -1.32
C 6.17 2.85 -1.59
O 6.42 1.83 -2.57
C 7.75 1.66 -2.98
N 4.56 3.81 -0.09
H 2.84 3.60 -2.28
H 4.12 3.17 -3.42
H 4.35 4.65 -2.67
H 4.27 2.02 -1.11
H 6.75 2.57 -0.71
H 6.65 3.76 -1.96
H 7.77 0.92 -3.78
H 8.34 1.37 -2.10
H 8.19 2.59 -3.38
H 4.56 3.19 0.71
H 3.60 4.13 0.05
C -2.95 -6.15 1.90
C -1.51 -5.75 2.13
C -0.45 -6.79 1.71
O 0.89 -6.40 1.83
C 1.42 -6.14 3.14
N -1.24 -4.42 1.56
H -3.33 -5.82 0.93
H -3.59 -5.57 2.57
H -2.98 -7.24 1.98
H -1.39 -5.61 3.22
H -0.76 -7.07 0.70
H -0.63 -7.66 2.35
H 1.94 -5.19 2.98
H 2.26 -6.80 3.34
H 0.68 -5.99 3.92
H -1.38 -4.44 0.55
H -0.23 -4.37 1.57
C 2.82 -1.90 -9.60
C 3.23 -1.25 -8.26
C 2.82 -2.23 -7.13
O 3.23 -1.60 -5.94
C 2.97 -2.15 -4.67
N 4.63 -0.97 -8.23
H 2.91 -1.26 -10.47
H 1.74 -2.10 -9.58
H 3.29 -2.88 -9.60
H 2.64 -0.34 -8.10
H 3.35 -3.19 -7.20
H 1.75 -2.45 -6.96
H 3.24 -1.44 -3.89
H 3.55 -3.07 -4.57
H 1.88 -2.22 -4.57
H 5.05 -1.85 -7.95
H 4.86 -0.29 -7.52
C 0.34 4.47 -0.49
C -0.35 5.41 -1.53
C -1.82 5.66 -1.18
O -2.19 6.93 -1.71
C -3.54 7.28 -1.44
N 0.46 6.63 -1.62
H 1.43 4.49 -0.56
H 0.04 3.42 -0.60
H 0.10 4.78 0.53
H -0.25 4.96 -2.52
H -1.99 5.76 -0.10
H -2.43 4.82 -1.52
H -3.77 7.07 -0.40
H -4.18 6.81 -2.20
H -3.75 8.34 -1.63
H -0.27 7.32 -1.73
H 1.05 6.51 -2.43
C 1.18 -5.23 -1.65
C 2.22 -4.65 -0.74
C 3.06 -3.61 -1.48
O 3.82 -2.82 -0.58
C 4.74 -1.94 -1.18
N 1.46 -3.92 0.30
H 0.64 -6.07 -1.21
H 1.65 -5.71 -2.51
H 0.50 -4.49 -2.06
H 2.97 -5.37 -0.40
H 2.39 -2.82 -1.87
H 3.68 -4.02 -2.28
H 5.23 -1.34 -0.42
H 4.23 -1.26 -1.87
H 5.48 -2.46 -1.80
H 1.97 -3.11 0.63
H 1.34 -4.55 1.10
C -8.10 -0.32 -0.67
C -7.29 -1.21 -1.60
C -5.92 -0.64 -1.86
O -5.36 -1.48 -2.89
C -3.95 -1.59 -2.89
N -7.34 -2.53 -0.95
H -7.85 -0.26 0.39
H -9.15 -0.62 -0.66
H -8.17 0.66 -1.16
H -7.77 -1.23 -2.58
H -5.33 -0.91 -0.97
H -5.91 0.39 -2.22
H -3.69 -2.38 -2.18
H -3.47 -0.62 -2.82
H -3.62 -2.06 -3.83
H -6.49 -3.00 -1.27
H -7.04 -2.37 0.02
C 3.12 4.81 3.96
C 1.64 5.07 4.41
C 0.82 3.81 4.49
O 0.34 3.36 3.24
C -0.77 2.49 3.32
N 1.63 5.81 5.69
H 3.08 4.37 2.96
H 3.61 4.11 4.63
H 3.66 5.75 3.99
H 1.15 5.65 3.62
H -0.08 3.98 5.08
H 1.37 2.98 4.97
H -0.88 2.03 2.34
H -1.68 3.05 3.55
H -0.53 1.86 4.18
H 2.25 5.25 6.28
H 2.25 6.59 5.51

Winner for stability: w

w:
10
Properties=species:S:1:pos:R:3 method="wB97M-V/def2-TZVPD" homo_lumo_gap_ev=8.7 homo_energy_ev=-8.7817 spin_multiplicity=1
N 0.97 -0.67 1.20
N 0.97 -0.30 -1.12
N -1.02 0.88 0.32
O -1.47 -1.97 -0.13
P -0.26 -0.54 0.03
S 2.24 -0.82 -0.01
H 0.91 -1.46 1.84
H 0.92 -0.80 -1.99
H -0.52 1.75 0.17
H -2.00 0.89 0.10

x:
10
Properties=species:S:1:pos:R:3 method="wB97M-V/def2-TZVPD" homo_lumo_gap_ev="8.2 / 7.4" homo_energy_ev="-8.8284 / -8.8258" spin_multiplicity=1
N -1.42 0.17 -1.10
N 0.82 1.15 -0.96
N 0.30 -0.98 0.75
O -0.69 1.31 1.34
P -0.26 0.51 0.21
S -0.03 0.28 -2.20
H -2.05 -0.69 -1.29
H -0.02 2.67 -0.26
H 1.25 -1.17 0.31
H 0.37 -0.68 1.68

Winner for stability: w

w:
15
Properties=species:S:1:pos:R:3 method="wB97M-V/def2-TZVPD" s2=0.75 homo_lumo_gap_ev="3.4 / 11.2" homo_energy_ev="0.3038 / -7.4718" charge=-1 spin_multiplicity=2
O 22.00 6.44 4.50
H 21.91 5.53 4.22
H 21.78 6.95 3.72
O 20.82 7.99 2.58
H 20.34 7.51 1.91
H 20.18 8.14 3.28
O 25.05 10.86 -0.56
H 24.92 10.19 0.11
H 24.21 10.92 -1.01
O 25.61 9.03 1.42
H 25.83 9.49 2.23
H 24.66 8.91 1.47
O 22.86 9.33 1.22
H 22.12 8.93 1.67
H 22.83 8.97 0.33

x:
15
Properties=species:S:1:pos:R:3 method="wB97M-V/def2-TZVPD" s2=0.75 homo_lumo_gap_ev="2.6 / 10.5" homo_energy_ev="0.6507 / -7.3152" charge=-1 spin_multiplicity=2
O -0.36 -0.24 -0.75
H -0.40 0.24 -1.58
H -0.61 0.40 -0.08
O 1.59 -1.31 0.64
H 1.31 -2.16 0.99
H 0.79 -0.93 0.27
O -0.96 0.83 1.89
H -0.48 0.26 2.49
H -1.88 0.60 2.04
O 0.51 3.32 1.80
H 0.10 2.47 1.63
H 1.25 3.12 2.37
O -0.62 -2.39 -3.79
H -0.50 -1.45 -3.93
H 0.24 -2.77 -3.98

Winner for stability: w